Record 1
{
  "formula": "C2H6NO",
  "method": "wB97M-V/def2-TZVPD",
  "elements": ["C", "C", "N", "O", "H", "H", "H", "H", "H", "H"],
  "coordinates": [[1.108, 0.666, 0.247], [0.173, -0.207, -0.443], [-1.167, -0.497, 0.164], [1.263, -0.704, 0.238], [1.981, 1.576, -0.778], [0.938, 1.189, 1.169], [0.169, -0.325, -1.522], [-1.128, -0.394, 1.190], [-1.466, -1.461, -0.052], [-1.870, 0.157, -0.213]],
  "atomic_forces_ev_per_a": [[-2.914, -3.376, 2.274], [0.070, 1.342, -1.062], [0.069, -0.355, 0.171], [0.432, -0.585, 1.064], [2.049, 2.442, -2.796], [0.394, 0.538, 0.494], [-0.188, -0.027, -0.034], [-0.065, -0.015, -0.308], [-0.019, 0.233, 0.054], [0.172, -0.197, 0.142]],
  "e_above_lowest_kcal_mol": 62.74,
  "homo_lumo_gap_ha": [0.22872, 0.37801],
  "homo_ev": [-10.5, -17.7],
  "charge": 1,
  "spin_multiplicity": 3
}

Record 2
{
  "formula": "C33H84NO13P2S",
  "method": "wB97M-V/def2-TZVPD",
  "elements": ["C", "C", "O", "O", "C", "C", "C", "C", "C", "C", "C", "C", "P", "N", "O", "C", "C", "P", "O", "O", "S", "O", "H", "H", "H", "H", "H", "H", "H", "H", "H", "H", "H", "H", "H", "H", "H", "H", "H", "H", "H", "H", "H", "H", "H", "H", "H", "H", "H", "H", "C", "C", "C", "O", "H", "H", "H", "H", "H", "H", "H", "H", "C", "C", "C", "O", "H", "H", "H", "H", "H", "H", "H", "H", "C", "C", "C", "O", "H", "H", "H", "H", "H", "H", "H", "H", "C", "C", "C", "O", "H", "H", "H", "H", "H", "H", "H", "H", "C", "C", "C", "O", "H", "H", "H", "H", "H", "H", "H", "H", "C", "C", "C", "O", "H", "H", "H", "H", "H", "H", "H", "H", "C", "C", "C", "O", "H", "H", "H", "H", "H", "H", "H", "H"],
  "coordinates": [[-1.577, 1.681, -0.544], [-2.025, 2.306, 0.940], [-1.109, 2.313, 1.921], [-3.396, 2.832, 1.030], [-4.016, 2.539, 2.341], [-4.419, 0.922, 2.479], [-3.414, 0.170, 3.534], [-3.801, -1.386, 3.875], [-2.422, -2.226, 4.299], [-2.580, -3.853, 4.159], [-2.031, -4.465, 2.721], [-0.398, -4.537, 2.600], [0.314, -3.999, 0.908], [1.698, -3.277, 1.840], [-0.279, -2.356, 0.901], [-0.640, -2.176, -0.514], [-1.511, -3.505, -0.981], [-3.311, -2.891, -0.807], [-3.838, -1.986, -2.241], [-3.607, -1.848, 0.556], [-4.419, -4.517, -0.560], [-1.022, -4.598, -0.095], [-1.554, 2.503, -1.390], [-0.476, 1.223, -0.508], [-2.348, 0.832, -0.779], [-3.349, 2.814, 3.263], [-4.994, 3.192, 2.423], [-4.379, 0.506, 1.378], [-5.544, 0.822, 2.862], [-3.464, 0.794, 4.545], [-2.316, 0.316, 3.129], [-4.505, -1.356, 4.837], [-4.421, -1.938, 3.045], [-1.476, -1.890, 3.681], [-2.244, -2.008, 5.457], [-3.747, -4.081, 4.199], [-2.119, -4.400, 5.095], [-2.552, -3.838, 1.878], [-2.448, -5.568, 2.625], [-0.106, -5.688, 2.729], [0.144, -3.987, 3.511], [1.005, -5.287, 0.833], [1.142, -3.671, -0.230], [2.312, -2.764, 1.141], [1.249, -2.480, 2.384], [0.192, -2.037, -1.325], [-1.353, -1.242, -0.721], [-1.457, -3.753, -2.147], [-3.726, -1.016, -1.946], [-2.826, -1.792, 1.180], [4.192, 1.973, 1.555], [3.494, 1.843, 0.211], [2.461, 2.941, 0.013], [2.852, 0.572, 0.133], [3.474, 1.888, 2.379], [4.923, 1.169, 1.689], [4.708, 2.935, 1.640], [4.235, 1.885, -0.595], [1.682, 2.890, 0.782], [1.958, 2.827, -0.953], [2.926, 3.931, 0.051], [2.192, 0.525, 0.844], [5.808, 6.160, -0.308], [6.198, 5.294, -1.495], [5.941, 6.010, -2.812], [5.448, 4.082, -1.463], [4.740, 6.404, -0.335], [5.987, 5.627, 0.632], [6.380, 7.093, -0.296], [7.258, 5.025, -1.423], [4.878, 6.248, -2.927], [6.215, 5.370, -3.658], [6.517, 6.939, -2.875], [4.506, 4.311, -1.526], [0.472, -0.520, -4.644], [0.708, -2.021, -4.707], [0.838, -2.502, -6.144], [-0.379, -2.697, -4.080], [-0.458, -0.248, -5.156], [0.368, -0.191, -3.605], [1.299, 0.029, -5.105], [1.616, -2.275, -4.150], [-0.079, -2.299, -6.709], [0.995, -3.585, -6.174], [1.676, -2.012, -6.649], [-1.191, -2.477, -4.568], [-2.310, -8.629, 6.691], [-2.556, -7.182, 6.295], [-3.735, -6.592, 7.052], [-2.812, -7.113, 4.894], [-3.180, -9.252, 6.460], [-1.466, -9.043, 6.129], [-2.094, -8.713, 7.761], [-1.657, -6.587, 6.493], [-4.657, -7.144, 6.833], [-3.909, -5.555, 6.747], [-3.562, -6.616, 8.132], [-3.609, -7.638, 4.709], [10.619, 8.232, -5.282], [9.161, 8.489, -4.934], [9.025, 9.152, -3.573], [8.452, 7.252, -4.931], [11.083, 7.559, -4.552], [10.701, 7.743, -6.259], [11.188, 9.166, -5.309], [8.706, 9.125, -5.701], [9.433, 8.512, -2.783], [7.970, 9.319, -3.331], [9.547, 10.113, -3.548], [8.849, 6.681, -4.253], [-0.391, 6.257, 1.522], [-1.828, 6.720, 1.345], [-2.612, 6.606, 2.643], [-2.459, 5.929, 0.341], [-0.353, 5.205, 1.825], [0.158, 6.333, 0.577], [0.127, 6.857, 2.277], [-1.840, 7.759, 0.998], [-2.652, 5.566, 2.986], [-3.647, 6.931, 2.497], [-2.161, 7.216, 3.431], [-2.453, 5.004, 0.640], [-7.203, -6.740, -4.250], [-5.826, -6.622, -4.883], [-4.753, -7.226, -3.991], [-5.528, -5.247, -5.113], [-7.244, -6.204, -3.295], [-7.964, -6.289, -4.897], [-7.468, -7.787, -4.074], [-5.823, -7.125, -5.855], [-4.706, -6.707, -3.027], [-3.765, -7.123, -4.453], [-4.945, -8.288, -3.807], [-5.529, -4.792, -4.255]],
  "atomic_forces_ev_per_a": [[-0.046, 0.254, 0.504], [4.087, -0.060, 2.755], [-6.234, 0.218, -5.571], [3.301, -1.883, 1.118], [-1.372, -0.687, 1.764], [-0.214, 0.622, -0.084], [-0.232, 0.684, -0.124], [0.413, 0.051, 0.839], [-0.234, -0.455, 0.618], [-0.981, -0.145, -0.323], [-0.444, -0.303, 0.993], [-1.550, -0.851, 1.570], [3.864, -1.392, 1.214], [0.857, 1.678, 0.456], [-2.575, 0.797, -3.906], [-1.073, 0.585, -1.544], [1.934, 0.709, 0.565], [-2.104, -1.743, 0.948], [1.723, 1.016, 3.665], [1.632, -0.662, -1.876], [0.318, 1.323, -0.553], [-1.665, 2.758, -1.770], [-0.440, -1.572, 1.830], [-2.588, 1.043, 0.388], [1.441, 1.724, 0.298], [-0.878, -0.347, -2.045], [2.103, -1.210, -0.558], [-0.024, 0.488, 2.310], [2.436, 0.285, -0.853], [0.149, -1.290, -2.068], [-2.117, -0.603, 0.809], [1.449, -0.170, -2.078], [1.441, 1.188, 1.323], [-1.926, -0.469, 1.174], [-0.153, -0.201, -2.519], [2.291, 0.392, 0.016], [-0.669, 1.066, -1.985], [1.187, -1.224, 1.533], [0.712, 2.375, 0.149], [-0.561, 2.544, -0.321], [-1.347, -0.968, -2.020], [-0.708, 0.094, -0.060], [-0.802, 0.108, -0.764], [-0.976, -0.796, 1.072], [0.992, -1.298, -0.697], [-0.913, -0.271, 2.068], [1.494, -1.581, 0.931], [0.162, 0.456, 2.590], [-0.291, -1.890, -0.848], [-0.687, -0.301, -1.063], [0.334, -0.031, 0.107], [-0.326, -0.050, 0.445], [-0.130, 0.145, -0.257], [-0.086, -0.018, -0.113], [-0.041, 0.096, -0.121], [-0.086, 0.138, -0.099], [-0.033, -0.066, 0.011], [-0.146, -0.187, 0.096], [0.122, 0.036, 0.044], [0.114, 0.003, 0.049], [-0.068, 0.002, 0.074], [0.240, -0.087, -0.242], [0.174, 0.006, 0.340], [-0.679, 0.308, -0.096], [0.225, -0.015, -0.245], [-0.002, -0.189, 0.036], [0.088, 0.036, -0.137], [0.047, 0.068, -0.146], [-0.087, -0.050, 0.021], [-0.189, -0.189, 0.013], [0.073, 0.046, 0.143], [0.037, 0.122, 0.136], [-0.096, -0.077, -0.074], [0.389, -0.082, 0.015], [0.113, 0.249, 0.244], [-0.430, 0.197, -0.358], [0.211, -0.269, -0.146], [-0.106, -0.056, 0.073], [0.091, -0.092, -0.102], [0.109, -0.087, -0.108], [-0.096, -0.007, 0.039], [-0.268, -0.083, 0.069], [0.062, 0.127, 0.073], [0.039, 0.170, 0.059], [-0.089, -0.042, 0.003], [0.306, -0.087, 0.202], [0.348, -0.186, 0.050], [-0.579, -0.361, -0.133], [-0.045, 0.366, 0.145], [0.020, -0.055, -0.048], [-0.038, 0.131, 0.091], [-0.080, 0.130, 0.106], [-0.034, -0.044, -0.075], [-0.109, -0.032, -0.256], [0.120, -0.096, 0.046], [0.112, -0.132, 0.039], [-0.061, -0.005, -0.063], [0.342, 0.247, 0.087], [0.164, 0.034, -0.336], [0.384, -0.294, 0.491], [-0.242, 0.259, 0.100], [-0.126, -0.128, -0.054], [-0.075, 0.140, 0.060], [-0.051, 0.134, 0.114], [-0.007, -0.112, 0.016], [-0.080, -0.256, 0.064], [0.105, 0.033, -0.124], [0.139, 0.029, -0.101], [-0.045, -0.095, 0.053], [-0.157, 0.259, -0.291], [0.302, 0.086, -0.116], [0.081, -0.627, 0.266], [-0.263, 0.195, 0.153], [-0.043, 0.026, -0.187], [-0.099, 0.092, 0.091], [-0.091, 0.075, 0.115], [-0.008, -0.081, -0.049], [-0.107, -0.186, -0.134], [0.167, 0.059, -0.047], [0.163, 0.031, -0.012], [-0.051, -0.081, -0.028], [-0.116, 0.317, -0.045], [-0.339, -0.041, -0.124], [0.050, 0.182, 0.693], [0.264, -0.148, -0.029], [-0.031, 0.186, -0.176], [0.147, -0.126, -0.032], [0.111, -0.107, 0.014], [-0.002, 0.091, 0.025], [0.030, 0.258, 0.000], [-0.109, -0.048, -0.068], [-0.166, -0.050, 0.012], [0.032, 0.072, 0.013], [0.076, -0.211, -0.237]],
  "homo_lumo_gap_ha": 0.21316,
  "homo_ev": -4.1,
  "charge": -1,
  "spin_multiplicity": 1
}

Record 3
{
  "formula": "C40H47BCl2N13O2RbS",
  "method": "wB97M-V/def2-TZVPD",
  "elements": ["Rb", "C", "C", "C", "C", "C", "C", "N", "N", "B", "N", "C", "C", "C", "N", "C", "C", "C", "N", "C", "C", "C", "N", "C", "C", "C", "H", "H", "H", "H", "H", "H", "H", "H", "H", "H", "H", "H", "H", "H", "H", "H", "H", "H", "H", "H", "H", "H", "H", "H", "H", "H", "H", "H", "O", "C", "O", "C", "C", "C", "C", "C", "C", "N", "C", "C", "C", "C", "C", "C", "N", "H", "H", "H", "H", "H", "H", "H", "H", "H", "H", "C", "C", "N", "N", "C", "S", "N", "N", "H", "H", "H", "H", "H", "H", "Cl", "C", "C", "C", "C", "C", "Cl", "C", "N", "H", "H", "H"],
  "coordinates": [[-1.744, 1.035, 0.899], [-2.632, 2.437, -7.153], [-3.874, 1.798, -6.578], [-4.545, 0.927, -7.628], [-3.375, 0.928, -5.413], [-3.609, -0.433, -5.185], [-2.789, -0.713, -4.127], [-2.103, 0.337, -3.745], [-2.454, 1.423, -4.531], [-1.326, 0.512, -2.407], [0.081, 1.089, -2.494], [1.037, 1.074, -3.493], [2.219, 1.503, -2.906], [1.896, 1.746, -1.547], [0.622, 1.459, -1.344], [2.960, 2.010, -0.551], [3.953, 0.874, -0.571], [3.680, 3.281, -1.024], [-1.086, -0.863, -1.824], [0.085, -1.522, -1.642], [-0.109, -2.679, -0.872], [-1.492, -2.620, -0.685], [-2.054, -1.530, -1.171], [-2.242, -3.712, 0.023], [-1.374, -4.869, 0.395], [-3.476, -4.030, -0.882], [-2.715, 3.146, -7.905], [-1.948, 1.676, -7.594], [-2.105, 3.054, -6.357], [-4.589, 2.495, -6.255], [-3.900, 0.066, -8.018], [-4.738, 1.457, -8.532], [-5.570, 0.579, -7.486], [-4.244, -1.118, -5.752], [-2.646, -1.658, -3.596], [-1.956, 1.134, -1.647], [0.723, 0.820, -4.468], [3.161, 1.613, -3.415], [2.546, 2.042, 0.490], [4.394, 0.815, -1.570], [3.539, -0.077, -0.215], [4.723, 1.061, 0.199], [4.244, 3.133, -1.917], [4.536, 3.670, -0.384], [3.029, 4.067, -1.315], [0.986, -1.163, -2.152], [0.644, -3.365, -0.530], [-2.742, -3.229, 0.897], [-0.991, -5.534, -0.374], [-2.060, -5.572, 1.044], [-0.654, -4.526, 1.089], [-3.103, -4.577, -1.685], [-3.863, -3.056, -1.250], [-4.273, -4.614, -0.379], [-4.042, 3.663, 6.221], [-4.013, 2.387, 6.490], [-4.611, 1.960, 7.431], [-3.179, 1.538, 5.585], [-2.229, 2.132, 4.748], [-1.272, 1.422, 4.115], [-1.407, -0.009, 4.087], [-2.545, -0.636, 4.743], [-3.321, 0.140, 5.462], [-0.394, -0.571, 3.358], [0.070, -1.839, 3.463], [1.289, -2.303, 2.990], [2.367, -1.356, 2.563], [3.571, -1.962, 2.096], [3.675, -3.345, 1.973], [2.585, -4.091, 2.322], [1.449, -3.616, 2.845], [-3.954, 3.926, 5.322], [-2.007, 3.222, 4.716], [-0.454, 1.777, 3.569], [-2.590, -1.721, 4.688], [-4.155, -0.329, 5.946], [-0.514, -2.535, 4.084], [2.122, -0.384, 2.579], [4.320, -1.288, 1.866], [4.669, -3.650, 1.600], [2.565, -5.124, 2.434], [-1.915, 4.712, 2.385], [-3.369, 4.786, 2.710], [-3.871, 5.530, 3.657], [-5.171, 5.208, 3.677], [-5.435, 4.129, 2.861], [-6.875, 3.402, 2.768], [-4.272, 3.914, 2.173], [-3.988, 2.990, 1.218], [-1.267, 4.940, 3.299], [-1.678, 5.350, 1.559], [-1.602, 3.687, 2.105], [-5.804, 5.467, 4.444], [7.459, -4.532, 2.455], [-4.944, 2.832, 0.760], [8.497, -5.360, -1.280], [8.450, -3.816, -0.440], [8.623, -2.644, -1.138], [8.238, -1.366, -0.643], [7.842, -1.277, 0.727], [7.937, -2.480, 1.392], [7.516, -2.407, 3.061], [8.067, -3.795, 0.931], [7.949, -4.851, 1.674], [8.909, -2.844, -2.150], [8.354, -0.452, -1.209], [7.674, -0.330, 1.241]],
  "atomic_forces_ev_per_a": [[-0.147, -0.052, -0.282], [1.885, 0.173, 1.634], [1.155, -2.165, -0.042], [0.334, -1.453, -1.350], [0.956, 1.135, 0.549], [-0.379, 0.140, -0.625], [-0.048, -2.702, 0.734], [0.127, 2.380, -0.476], [-0.871, -1.249, -0.483], [0.032, -0.305, -0.892], [1.059, 0.508, -1.909], [-0.725, 0.670, 2.196], [-0.853, -0.200, -0.708], [-0.048, -1.105, -1.358], [0.165, 0.601, 1.508], [-0.158, 0.545, 0.722], [0.731, -0.408, 1.021], [1.742, 0.446, 1.413], [0.954, -1.683, 1.246], [0.962, -0.041, -0.561], [-0.052, 2.077, -1.503], [0.347, -1.179, 1.290], [-0.699, -0.261, -0.098], [-2.402, 1.623, -0.711], [-2.730, -2.049, 2.027], [-0.286, 0.967, 1.492], [-1.118, 1.311, -1.815], [-0.295, 0.291, 0.732], [-0.356, -1.268, -0.692], [-0.815, 1.249, 0.634], [-0.768, 0.926, 0.996], [0.299, 1.141, -0.874], [0.197, -0.411, 1.040], [0.292, 0.335, 0.392], [-0.150, 0.376, -0.280], [-0.575, 0.629, 0.273], [0.018, -0.222, -0.862], [0.063, 0.041, 0.068], [0.139, 0.532, -0.841], [0.103, -0.419, 0.353], [-0.271, 0.051, -0.664], [0.167, 0.193, -0.540], [0.200, -0.858, -1.004], [-1.386, -0.402, -0.002], [-0.827, 0.888, 0.309], [-0.366, -0.105, 0.492], [-0.113, -0.142, -0.098], [0.777, -0.568, 0.047], [0.208, 0.501, -0.388], [1.210, 1.036, -1.079], [1.252, 0.063, 0.464], [0.367, -1.053, -1.740], [0.001, -0.792, 0.258], [0.468, 0.326, -0.137], [-0.530, 1.703, 1.364], [0.017, -1.569, -0.841], [-0.197, -0.591, 0.895], [0.347, -0.043, -1.362], [0.414, 2.425, 1.532], [-1.326, -4.144, -0.193], [-1.336, 0.985, 0.727], [4.683, -0.867, -2.820], [-2.701, 1.955, 2.271], [3.267, -4.062, -0.777], [-4.811, 4.160, 2.064], [4.641, 1.241, -3.146], [-0.490, -6.722, 0.171], [-3.594, 0.745, 1.196], [1.390, 1.509, -0.483], [-0.704, 0.387, 1.184], [-0.305, 0.610, 0.321], [0.518, 0.237, -1.508], [-0.850, -0.660, 0.364], [0.998, 0.960, -0.565], [-0.495, 0.214, 0.028], [-0.348, 0.028, 0.561], [0.243, -0.082, -0.203], [-0.270, 3.506, 0.189], [1.800, 0.811, -0.667], [-0.867, -0.709, 0.309], [0.593, -1.880, -0.659], [0.901, -0.686, 1.388], [1.013, -0.660, 0.251], [0.955, 0.748, 0.449], [-0.935, -0.954, 0.098], [0.897, 1.414, 0.184], [-1.935, -1.286, -0.380], [-0.353, 0.675, 0.851], [-1.425, -0.585, -1.070], [-1.026, 0.196, -1.241], [0.368, 0.452, -0.437], [-0.549, 0.520, -0.008], [0.695, -0.108, -0.734], [-0.518, -0.034, 1.994], [1.675, 0.052, 0.801], [0.289, 0.310, 0.180], [-0.084, 0.550, 0.088], [-0.965, 0.265, -0.091], [0.294, -0.245, 0.919], [1.519, -1.043, -2.075], [-1.308, 1.976, 0.994], [-0.378, 0.515, 1.625], [0.965, -0.934, -1.124], [-0.006, -1.431, -1.297], [0.171, 0.626, -0.692], [0.004, -0.136, -0.299], [-0.124, -0.401, -0.202]],
  "e_above_lowest_kcal_mol": 59.65,
  "homo_lumo_gap_ha": 0.14539,
  "homo_ev": -2.0,
  "charge": -2,
  "spin_multiplicity": 1
}

Across the entries above, E takes the values -5693.41626, -93099.06649, -102920.92737 eV, respectively.
Across the entries above, M takes the values 60.08, 797.04, 941.16 g mol⁻¹, respectively.